# 1
85
Properties=species:S:1:pos:R:3 method="wB97M-V/def2-TZVPD" lumo_ev=-3.0 smiles="CC(C)CCc1c(SCC(=O)OC[C@H](C)OC(=O)CS)ccc2nsnc12.COP(=O)(OC)OC.COP(=O)(OC)OC" homo_lumo_gap_ha=0.190 total_charge=0
C 4.5043 -2.4719 0.6712
C 2.9794 -2.1580 0.0668
C 2.6417 -3.3365 -1.0282
C 2.8300 -0.6232 -0.5285
C 1.5886 0.0984 0.2755
C 0.6661 1.0964 -0.6457
C -0.1404 0.6166 -2.0293
S 0.0371 -1.1648 -2.5804
C -1.2323 -1.6441 -3.8719
C -2.7366 -1.0369 -3.6183
O -3.3764 -0.5010 -4.6880
O -3.4235 -1.0034 -2.3177
C -3.6791 -2.3764 -1.8506
C -4.9909 -2.5230 -0.8784
C -5.4431 -4.1309 -0.9660
O -6.1722 -1.7551 -1.3015
C -6.1750 -0.3860 -0.7633
O -6.4211 0.6217 -1.6426
C -5.9661 0.0541 0.8020
S -7.6188 0.4195 1.6839
C -1.0332 1.7820 -2.7715
C -1.1551 3.3347 -2.1812
C -0.3632 3.8476 -0.8401
N -0.3444 5.2089 -0.1427
S 0.7198 5.0228 1.2575
N 1.1963 3.3279 1.1029
C 0.5342 2.6758 -0.1157
H 5.2964 -2.2365 -0.1620
H 4.5317 -3.6201 0.8953
H 4.6689 -1.8978 1.6788
H 2.2457 -2.3410 0.9886
H 2.2854 -2.9465 -2.0759
H 1.8065 -4.0442 -0.5557
H 3.6002 -3.9889 -1.2006
H 3.8282 -0.0203 -0.2793
H 2.7303 -0.5818 -1.7053
H 2.0796 0.7527 1.1426
H 0.8530 -0.6661 0.7911
H -0.7801 -1.4133 -4.9294
H -1.3392 -2.8318 -3.8191
H -2.7095 -2.6971 -1.2325
H -3.7122 -3.1419 -2.7651
H -4.6523 -2.3478 0.2280
H -4.9598 -4.6488 -0.0346
H -6.6115 -4.1479 -0.8259
H -5.1680 -4.6115 -1.9977
H -5.4249 -0.7353 1.4753
H -5.3188 1.0501 0.8299
H -7.2507 1.3644 2.6856
H -1.6237 1.5310 -3.7642
H -1.8395 4.1373 -2.7342
C -2.7806 6.6811 0.4480
O -3.8162 7.2440 -0.3448
P -5.3744 7.4810 0.3683
O -4.7528 7.8116 1.7301
O -5.6143 5.8496 0.2508
C -5.6882 5.3144 -1.0623
O -6.9327 7.7181 1.0814
C -7.9273 6.7201 1.0231
H -2.0001 6.3133 -0.2229
H -2.3443 7.4488 1.0926
H -3.1475 5.8424 1.0454
H -4.7582 4.7902 -1.2885
H -5.8568 6.0996 -1.8054
H -6.5165 4.6024 -1.1065
H -7.6362 5.8546 1.6255
H -8.1243 6.4312 -0.0117
H -8.8495 7.1278 1.4471
C 10.3697 -2.7528 0.7951
O 10.2475 -4.1357 1.0960
P 8.7021 -4.7499 1.5728
O 7.9747 -3.7776 0.6371
O 8.9338 -4.0330 3.0443
C 9.9951 -4.5447 3.8367
O 7.1567 -5.3642 2.0496
C 6.7689 -5.4070 3.4047
H 11.4295 -2.4885 0.8336
H 10.0044 -2.5569 -0.2166
H 9.8326 -2.1380 1.5220
H 10.8313 -3.8439 3.8114
H 10.3261 -5.5239 3.4780
H 9.6478 -4.6452 4.8684
H 6.6356 -4.3943 3.7964
H 7.4969 -5.9655 3.9973
H 5.8056 -5.9209 3.4712

# 2
91
Properties=species:S:1:pos:R:3 method="wB97M-V/def2-TZVPD" lumo_ev=-3.4 de_lowest_kj_mol=333.5 homo_lumo_gap_ha=0.199 total_charge=0
Tl -5.8003 2.8732 3.1516
P -1.7914 1.0631 -0.1024
O -0.7706 0.4320 -1.1018
O -3.0355 1.7231 -0.7279
O -1.3179 2.1456 0.9036
O -2.5318 0.0439 0.8658
C -1.2188 -6.3793 5.0742
C -2.0960 -5.6816 3.9736
C -1.5795 -5.6950 2.6428
O -2.6778 -6.1075 1.9228
C -3.5179 -6.7684 2.6994
O -4.4496 -7.4813 2.3799
O -3.1622 -6.5580 3.9550
H -1.4919 -6.2365 6.1197
H -0.1668 -6.1163 4.9639
H -1.1600 -7.4272 4.7799
H -2.4238 -4.6662 4.1962
H -0.7578 -6.4099 2.6858
H -1.1704 -4.7166 2.3909
C 5.4850 -4.8675 -0.4378
C 4.3297 -5.6544 -1.1237
C 3.4972 -4.8638 -2.1058
O 3.5406 -5.6156 -3.2652
C 4.1518 -6.7491 -3.1273
O 4.2312 -7.6683 -3.9573
O 4.7755 -6.7527 -1.9391
H 6.0421 -4.4144 -1.2579
H 6.0541 -5.5894 0.1480
H 5.0538 -4.0828 0.1838
H 3.7327 -6.1565 -0.3624
H 3.9604 -3.8800 -2.1815
H 2.4705 -4.8513 -1.7401
C 6.6265 2.3281 -1.2405
C 5.5519 2.8917 -2.2083
C 4.7030 4.0606 -1.7796
O 4.8434 4.9369 -2.8689
C 5.6883 4.4138 -3.7716
O 6.0259 4.9373 -4.8455
O 6.1518 3.2533 -3.3759
H 7.2260 3.0962 -0.7519
H 7.2394 1.5910 -1.7593
H 6.1083 1.8917 -0.3866
H 4.8351 2.1266 -2.5067
H 5.0073 4.4449 -0.8060
H 3.6841 3.6810 -1.7046
C -2.0246 2.9041 -6.8486
C -0.5112 2.6122 -6.8323
C -0.1341 1.1968 -7.2758
O 0.8171 1.3276 -8.3452
C 0.9119 2.6564 -8.6513
O 1.5802 3.1413 -9.5454
O 0.1566 3.3726 -7.8353
H -2.5066 2.0905 -6.3066
H -2.4233 2.8698 -7.8625
H -2.4185 3.7896 -6.3498
H 0.0232 2.6996 -5.8863
H -1.0266 0.6975 -7.6529
H 0.2567 0.5893 -6.4596
C 2.4852 3.0863 5.9452
C 1.7442 1.8205 6.3777
C 1.6765 0.6488 5.4414
O 2.3780 -0.3049 6.1535
C 2.4602 0.0585 7.4668
O 2.8944 -0.6375 8.4036
O 2.2651 1.3002 7.5690
H 2.1646 3.9483 6.5303
H 2.3072 3.3559 4.9042
H 3.5633 2.9722 6.0587
H 0.7625 2.2645 6.5421
H 2.1643 0.9955 4.5304
H 0.6690 0.2552 5.3060
C -2.1704 8.1510 -0.2858
S -2.8440 8.9899 1.2027
O -3.8055 7.9708 1.7627
C -1.2438 8.8704 2.1498
H -1.6709 7.2279 0.0082
H -1.4698 8.7115 -0.9048
H -3.0116 7.8477 -0.9091
H -0.3261 9.0647 1.5947
H -1.1337 7.9779 2.7658
H -1.3139 9.7204 2.8285
C -10.0781 -4.2543 0.9741
S -9.6993 -2.6135 0.1484
O -9.2948 -1.4755 1.1049
C -8.1564 -3.1143 -0.6683
H -11.0614 -4.2680 1.4442
H -9.3420 -4.3649 1.7704
H -9.8493 -5.0972 0.3221
H -7.7914 -2.3147 -1.3130
H -8.3694 -4.0591 -1.1683
H -7.4992 -3.2256 0.1941

# 3
71
Properties=species:S:1:pos:R:3 method="wB97M-V/def2-TZVPD" lumo_ev="-4.4 / -4.4" spin_multiplicity=3 homo_lumo_gap_ha="0.151 / 0.147" total_charge=+1
Au -0.6770 -4.2110 0.7137
C 0.0580 4.8074 1.5245
C -0.9398 4.5175 0.5501
C -1.5005 3.4273 2.4948
C -0.2707 4.1040 2.7143
C -1.8989 3.6575 1.1506
C 1.2020 5.7160 1.3414
H 1.5630 5.7057 0.3043
H 2.0282 5.4447 2.0090
H 0.9247 6.7537 1.5803
C 0.5048 4.1203 3.9667
H 1.5801 4.1340 3.7560
H 0.2892 3.2197 4.5524
H 0.2623 4.9966 4.5916
C -2.2689 2.7128 3.5325
H -2.8336 3.4224 4.1588
H -1.6052 2.1494 4.1998
H -2.9853 2.0189 3.0826
C -3.1139 3.1379 0.4943
H -3.8686 3.9285 0.3475
H -3.5729 2.3465 1.1004
H -2.8765 2.7110 -0.4920
C -1.0323 5.0504 -0.8194
H -1.8807 5.7459 -0.9176
H -1.1888 4.2456 -1.5539
H -0.1256 5.6005 -1.0893
C 2.0389 1.5705 0.4715
C 2.2042 2.6688 -0.2348
C 1.9378 2.8944 -1.7064
C 1.2407 1.7108 -2.4007
C -0.1656 1.5048 -1.9084
C -0.5254 0.7384 -0.8819
C 0.3763 -0.2609 -0.1798
C 1.8429 0.1491 0.0976
H 2.8863 3.0892 -2.2300
H 1.8552 0.7998 -2.2955
H 1.3134 3.7946 -1.8420
H 2.4891 -0.1832 -0.7323
H 2.2213 1.7434 1.8557
H 2.5396 3.5864 0.2605
H 2.1540 -0.4115 0.9961
H -0.0853 -0.5333 0.7828
H -1.5768 0.6495 -0.5754
H 0.4048 -1.2158 -0.7423
H 1.1694 1.9249 -3.4845
H -0.9326 2.0179 -2.4996
P 1.0577 -4.1807 -0.8468
P -1.6229 -5.7120 -0.6153
C 0.9275 -5.8382 -1.6776
C -0.1729 -6.6982 -1.1009
H 1.9074 -6.3163 -1.5919
H 0.7834 -5.6606 -2.7498
H -0.5601 -7.4374 -1.8052
H 0.1439 -7.1969 -0.1834
C -2.7368 -6.8828 0.1573
H -3.7123 -6.4022 0.3094
H -2.3190 -7.2134 1.1147
H -2.8294 -7.7274 -0.5380
C -2.4091 -5.3451 -2.2168
H -2.4669 -6.3198 -2.7376
H -1.8262 -4.6267 -2.8203
H -3.4298 -4.9616 -2.0375
C 2.6713 -4.2938 0.0190
H 2.9570 -3.3030 0.3851
H 3.4796 -4.6766 -0.6127
H 2.5532 -4.9608 0.8755
C 1.4601 -3.1495 -2.3073
H 0.6641 -3.1912 -3.0604
H 2.3796 -3.4773 -2.8219
H 1.6095 -2.0899 -2.0710
F 2.3298 1.9605 2.8897